# 1
The following is a quantum chemistry calculation of a molecular structure, C34H59Br22ClFN2O2 at a distorted geometry, from the Open Molecules 2025 dataset.

The total energy comes out at -58778.84166 Eh. The net charge is -1. The multiplicity is 1.

Last column: Mulliken charge in e.
Cartesian coordinates (Å):
Br1 -1.547 2.958 -4.763  -0.163
C1 -4.445 -2.559 2.302  -0.028
Br2 7.218 6.156 5.698  -0.156
C2 0.044 3.696 2.173  -0.524
Br3 6.665 -0.965 -8.664  -0.134
H1 -2.262 3.793 -2.025  -0.121
H2 0.694 -3.925 3.105  0.314
C3 -4.537 -0.631 0.463  -0.403
C4 3.891 -1.364 -11.459  -0.347
C5 5.657 -1.197 -1.284  -0.660
H3 6.851 3.917 4.649  0.198
C6 4.345 -2.680 -12.047  -0.550
H4 0.796 5.664 1.721  0.087
Br4 -3.560 1.659 -1.950  -0.020
C7 8.986 3.972 5.130  -0.578
C8 -5.603 -5.145 1.548  -0.349
Br5 -4.453 1.199 9.089  -0.147
C9 0.013 -1.993 1.879  0.200
H5 5.281 6.783 3.628  0.028
C10 -5.029 -3.661 1.208  -0.211
C11 -0.103 5.065 1.550  -0.382
H6 5.535 -3.730 -6.250  0.370
C12 -0.851 -0.409 -1.993  0.275
H7 -4.872 -1.264 9.161  0.362
O1 -3.888 -0.779 -0.700  -0.618
H8 5.186 6.468 1.027  0.365
Br6 -0.779 -1.186 -0.206  -0.029
H9 -5.031 -3.343 0.060  0.222
Br7 1.033 1.716 -1.600  -0.138
H10 -1.584 0.402 -1.959  -0.793
N1 -2.400 -0.876 2.014  0.290
C13 7.533 4.249 5.437  -0.392
Br8 -1.670 2.768 2.249  -0.056
H11 4.604 -0.936 -10.749  0.093
H12 0.368 3.779 3.214  0.382
Br9 -0.270 4.943 -0.389  -0.178
H13 -0.975 5.616 1.912  0.410
C14 6.803 -2.542 -7.524  -0.608
H14 4.341 8.002 2.730  0.349
H15 3.467 6.042 1.225  0.317
C15 0.517 0.038 -2.451  0.484
H16 0.669 -0.605 -7.874  0.221
H17 -6.011 -5.837 0.666  0.277
C16 -3.206 3.638 -3.994  -0.500
Br10 5.098 -3.844 -10.675  -0.126
Br11 5.371 0.694 -1.669  -0.150
C17 -4.466 -3.195 3.850  0.716
H18 3.542 -3.238 -12.534  0.366
Br12 9.415 4.427 3.282  -0.130
H19 6.548 -1.472 -1.856  0.359
H20 -5.665 -0.204 3.155  -0.499
H21 -1.770 -2.805 3.038  0.158
H22 0.345 -2.786 -6.456  0.417
Br13 2.148 -2.340 -4.784  -0.076
H23 -5.009 -5.156 5.084  0.225
H24 -4.021 4.085 -2.049  0.370
H25 7.705 -2.420 -6.918  0.431
H26 -9.451 -1.825 4.841  0.330
Br14 -7.347 -2.732 2.982  0.134
H27 -3.208 1.186 4.538  0.153
C18 -4.536 0.071 3.007  1.293
Br15 2.995 -1.860 -0.450  -0.050
H28 -4.544 0.057 5.303  0.308
H29 -3.243 4.691 -4.284  0.346
Br16 2.828 6.568 4.056  -0.139
C19 -3.979 -0.671 9.377  -0.593
H30 -8.971 -1.216 1.838  0.407
C20 -9.781 -1.493 3.852  -0.519
C21 -3.899 -1.057 1.949  0.999
C22 -1.639 -2.180 2.029  -0.492
Br17 5.493 -1.493 -5.200  -0.052
H31 1.938 -2.592 -7.233  0.161
H32 6.945 -3.379 -8.214  0.310
H33 -2.934 -0.702 4.598  -0.120
Br18 4.975 4.263 2.124  -0.103
H34 -2.160 -0.278 1.189  0.075
H35 -8.083 -0.378 3.136  0.276
H36 0.736 3.045 1.632  0.228
C23 1.244 -2.165 -6.503  -0.403
H37 9.679 4.530 5.765  0.367
H38 -4.026 3.102 -4.480  0.359
C24 -3.728 0.142 4.438  -0.760
H39 7.243 3.781 6.383  0.331
F1 -4.430 1.456 2.414  -0.388
C25 4.413 6.940 2.982  -0.237
H40 5.878 -1.276 -0.216  0.472
Cl1 0.575 -0.229 1.934  -0.008
C26 4.435 6.096 1.730  -0.566
Br19 2.197 -1.562 -10.513  -0.116
H41 -3.748 -0.745 10.443  0.364
H42 -2.380 -2.027 8.877  0.323
H43 -1.981 -0.321 8.553  0.367
N2 -5.595 -5.646 2.951  -0.497
C27 -2.781 -1.066 8.544  -0.696
C28 -8.645 -1.280 2.880  -0.686
H44 4.629 -2.586 -7.275  0.117
C29 0.957 -0.717 -6.825  -0.513
H45 9.202 2.903 5.216  0.343
H46 4.725 -3.092 -1.715  0.350
C30 -3.208 3.499 -2.489  -0.261
H47 1.796 -0.049 -6.610  0.392
H48 0.515 0.253 -3.523  -0.097
H49 -10.374 -0.580 3.960  0.396
H50 -1.956 -2.809 1.070  0.224
H51 0.429 -2.538 0.904  0.263
Br20 -11.034 -2.834 3.190  -0.187
H52 0.326 -2.273 4.123  0.286
H53 1.942 -2.431 3.166  0.249
H54 -4.089 -2.600 4.786  -0.639
H55 1.307 -0.686 -2.232  -0.320
O2 -5.935 -0.097 0.352  -0.781
H56 3.691 -0.636 -12.250  0.352
H57 5.157 -2.522 -12.762  0.334
Br21 -0.572 -0.058 -5.808  -0.152
H58 -1.231 -1.209 -2.635  0.478
H59 4.081 -1.752 -2.699  -0.287
C31 -5.040 -4.714 3.973  -0.356
C32 4.471 -2.028 -1.715  -0.067
C33 0.797 -2.760 3.142  -1.204
C34 5.550 -2.734 -6.704  -0.397
Br22 -3.279 -1.344 6.679  0.078

---

# 2
The following is a quantum chemistry calculation of a molecular structure, C24H31BrCsN5SSi2 at a distorted geometry, from the Open Molecules 2025 dataset.

The total energy comes out at -4778.36124 Eh. The net charge is -2. The multiplicity is 1.

Last column: Mulliken charge in e.
Cartesian coordinates (Å):
C1 1.157 1.571 -1.268  -0.704
C2 2.921 -5.764 -1.120  -0.618
N1 2.844 -2.219 -0.358  -0.355
H1 2.619 4.003 -0.012  0.376
H2 2.350 -7.724 -1.778  0.403
H3 -5.578 3.982 -0.007  0.095
C3 0.671 -6.553 -1.128  -0.650
H4 8.862 -2.624 1.261  0.350
C4 2.460 -4.531 -0.642  0.347
H5 2.207 1.863 1.766  0.227
Si1 0.463 2.665 0.136  0.024
C5 -6.519 1.463 1.499  -1.029
H6 -4.635 -1.044 0.787  0.073
C6 7.557 -0.929 1.109  -0.592
H7 0.793 0.805 1.754  0.088
H8 -7.465 0.910 1.464  0.315
H9 -2.589 7.048 -0.031  0.313
C7 -2.866 5.995 -0.011  -0.598
C8 1.551 4.250 -0.011  -1.257
H10 0.774 1.878 -2.243  0.317
H11 0.731 2.335 2.632  0.281
C9 -4.202 5.625 -0.014  -0.772
H12 -4.582 -0.985 -0.984  0.200
N2 4.719 -3.659 -0.326  -0.128
H13 6.008 0.548 0.852  0.425
C10 -2.162 3.621 0.057  0.312
H14 2.253 1.615 -1.303  0.164
C11 6.284 -0.495 0.754  -0.476
C12 2.016 -6.775 -1.378  -0.392
C13 -3.573 3.227 0.026  0.392
H15 8.282 -0.226 1.497  0.364
N3 -1.197 2.673 0.117  -0.137
C14 5.661 -2.746 0.154  -0.141
C15 5.346 -1.387 0.267  0.553
H16 1.370 4.946 0.813  0.318
Cs1 -1.279 -1.861 0.866  0.896
H17 3.970 -5.917 -1.339  0.369
H18 -5.976 1.140 2.391  0.246
C16 0.303 -5.307 -0.634  0.051
H19 -0.839 5.300 0.029  0.072
S1 3.730 -0.828 -0.185  0.064
H20 -6.121 -1.224 -0.146  0.209
H21 1.331 4.779 -0.942  0.311
H22 -7.451 1.016 -1.565  0.295
H23 -6.696 2.617 -1.670  0.341
C17 -4.529 4.273 0.002  -0.296
H24 -5.948 1.241 -2.472  0.274
H25 4.953 -4.624 -0.173  0.158
C18 6.930 -3.171 0.519  -0.488
H26 -0.074 -7.313 -1.313  0.387
C19 -1.884 5.010 0.023  -0.322
C20 -5.162 -0.698 -0.102  -0.786
H27 0.882 0.520 -1.124  0.096
H28 -0.740 -5.107 -0.397  0.171
C21 1.110 1.848 1.732  -0.757
H29 -4.980 6.385 -0.030  0.301
H30 7.176 -4.225 0.438  0.329
C22 3.349 -3.387 -0.419  0.573
N4 -3.910 1.918 0.019  -0.183
C23 7.879 -2.268 0.983  -0.550
Si2 -5.403 1.179 -0.035  0.041
C24 -6.493 1.548 -1.574  -1.069
H31 -6.748 2.525 1.627  0.332
Br1 -3.071 -4.405 1.566  -0.958
N5 1.158 -4.323 -0.408  -0.193

---

Number 1: HOMO-LUMO gap 5.91 eV, HOMO level -4.626 eV. Number 2: HOMO-LUMO gap 1.97 eV, HOMO level 1.026 eV.